90
Properties=species:S:1:pos:R:3:forces:R:3 method="wB97M-V/def2-TZVPD" homo_energy_ev=-1.16 multiplicity=1 charge=-2 energy_ha=-3413.863159 de_lowest_ev=0.0000
Pd -0.177890 -1.940942 -0.669013 -0.2 0.4 0.4
N -2.643217 -3.077201 3.132784 0.0 0.1 0.1
C -2.293388 -3.330044 1.777583 0.0 0.0 -0.1
C -2.649657 -2.460781 0.771915 -0.1 -0.1 0.1
C -2.216058 -2.675664 -0.562985 -0.1 0.0 0.1
C -1.432879 -3.812199 -0.843678 0.4 0.2 -0.4
C -1.040160 -4.665068 0.205090 0.0 0.0 0.1
C -1.482928 -4.441847 1.486166 0.0 -0.1 0.0
S -1.096566 -4.318787 -2.541326 -0.2 -0.1 0.3
O -1.767308 -3.331525 -3.366692 0.0 0.0 -0.1
O -1.591529 -5.680550 -2.663573 0.0 0.1 0.0
N 0.471983 -4.394641 -2.568290 0.2 0.1 -0.2
C 1.272353 -3.317927 -2.734445 0.1 -0.1 -0.2
N 0.928738 -2.279766 -3.551205 0.1 -0.1 0.2
C 1.791373 -1.290709 -3.671647 0.2 0.0 0.1
C 3.034056 -1.271463 -3.050302 -0.1 0.0 -0.1
C 3.323157 -2.395750 -2.291899 -0.1 -0.1 0.0
N 2.489972 -3.408719 -2.127178 0.1 0.2 0.0
H -3.413328 -2.427776 3.208264 0.0 0.0 0.0
H -2.864127 -3.925101 3.634929 0.0 0.0 0.0
H -3.263769 -1.597108 1.009933 0.0 0.0 -0.1
H -2.671358 -2.143896 -1.388957 0.0 0.0 0.0
H -0.395588 -5.502374 -0.027602 0.0 0.0 0.0
H -1.161853 -5.093010 2.293280 0.0 0.0 0.0
H 1.479045 -0.462761 -4.305661 0.0 0.0 0.0
H 3.717015 -0.438448 -3.141709 0.0 0.0 0.0
H 4.282974 -2.484851 -1.783862 0.0 0.0 0.0
C 0.323095 -1.951402 5.025202 0.1 0.0 0.0
C 0.548670 -1.314973 3.652156 0.0 0.0 0.1
N 1.895889 -1.491932 3.132156 -0.1 -0.1 -0.3
C 2.791885 -0.349859 3.172487 -0.1 -0.1 0.1
C 3.555516 -0.254825 4.490344 0.1 0.1 0.0
C 2.197205 -2.671327 2.471399 0.1 0.2 0.1
C 3.480202 -2.703284 1.684392 0.0 0.0 0.0
N 1.468692 -3.720810 2.462009 0.0 -0.1 0.0
H -0.720232 -1.839946 5.326930 0.0 0.0 0.0
H 0.961421 -1.483178 5.778570 0.0 0.0 0.0
H 0.557958 -3.016318 5.007706 0.0 0.0 0.0
H 0.366090 -0.240236 3.710452 0.0 0.0 0.0
H -0.171227 -1.705849 2.927591 0.0 0.0 0.0
H 2.203151 0.553428 2.998960 0.0 0.0 0.1
H 3.485747 -0.391652 2.337381 0.0 0.0 0.0
H 2.870890 -0.139259 5.332897 0.0 0.0 0.0
H 4.229387 0.607528 4.481539 0.0 0.0 0.0
H 4.148879 -1.156575 4.661739 0.0 0.0 0.0
H 4.342846 -2.400926 2.284341 0.0 0.0 0.0
H 3.398450 -2.030363 0.825122 0.0 0.0 0.0
H 3.617140 -3.711330 1.307260 0.0 0.0 0.0
H 0.590222 -3.574199 2.953506 0.0 0.0 0.0
C -1.428837 0.121280 -3.707166 0.0 0.0 -0.1
Si -2.046430 1.393187 -2.487540 0.1 -0.1 0.1
C -3.498078 0.707579 -1.498450 0.0 0.0 0.0
C -2.671558 2.896737 -3.463413 0.0 0.0 0.0
Si -0.426551 2.100834 -0.955110 0.0 0.0 0.1
Te 0.860836 0.388628 0.273677 0.0 -0.2 -0.3
Si -1.537758 3.279108 0.740149 0.0 -0.1 0.0
C -2.439318 2.063781 1.871546 0.0 0.0 0.0
C -0.285975 4.221384 1.800639 0.0 0.0 0.0
C -2.813229 4.545856 0.122908 0.0 0.0 -0.1
Si 1.074774 3.539607 -2.011792 0.1 0.0 0.0
C 0.285375 5.188845 -2.530698 0.0 0.0 0.0
C 1.773827 2.691529 -3.549308 -0.1 -0.1 0.1
C 2.543561 3.950950 -0.893939 0.0 0.0 0.0
H -2.233200 -0.203995 -4.374912 0.0 0.0 0.0
H -1.046739 -0.780423 -3.223660 0.0 0.0 0.1
H -0.620035 0.522132 -4.325953 0.0 0.0 0.0
H -4.212897 0.182580 -2.138802 0.0 0.0 0.0
H -4.025772 1.509242 -0.972210 0.0 0.0 0.0
H -3.130374 0.003211 -0.750065 0.0 0.0 0.0
H -3.495606 2.607042 -4.123411 0.0 0.0 0.0
H -1.875455 3.312823 -4.087227 0.0 0.0 0.0
H -3.020891 3.694610 -2.802722 0.0 0.0 0.0
H -1.757933 1.256908 2.154080 0.0 0.0 0.0
H -3.293081 1.602061 1.370011 0.0 0.0 0.0
H -2.795653 2.563362 2.779135 0.0 0.0 0.0
H 0.518906 3.544287 2.099369 0.0 0.0 0.0
H -0.748532 4.633651 2.702832 0.0 0.0 0.0
H 0.167887 5.044397 1.241018 0.0 0.0 0.0
H -3.603128 4.049824 -0.447889 0.0 0.0 0.0
H -2.343339 5.273129 -0.546204 0.0 0.0 0.0
H -3.281228 5.090252 0.948977 0.0 0.0 0.0
H -0.595446 5.024439 -3.156139 0.0 0.0 0.0
H 0.991951 5.810771 -3.090059 0.0 0.0 0.0
H -0.043204 5.755474 -1.654408 0.0 0.0 0.0
H 0.998176 2.516690 -4.300130 0.0 0.1 0.0
H 2.161543 1.709980 -3.259788 0.0 0.0 0.0
H 2.585404 3.261840 -4.010773 0.0 0.0 0.0
H 2.240475 4.529244 -0.017981 0.0 0.0 0.0
H 3.294266 4.524897 -1.447817 0.0 0.0 0.0
H 3.002358 3.028503 -0.530811 0.0 0.0 0.0

26
Properties=species:S:1:pos:R:3:forces:R:3 method="wB97M-V/def2-TZVPD" homo_energy_ev=-14.16 multiplicity=1 charge=+1 energy_ha=-443.437273 de_lowest_ev=0.8225
C 0.669778 -0.554437 -0.681175 1.5 -0.5 0.0
C 1.545040 0.660033 -0.303168 -1.8 -1.3 0.4
C 1.521762 1.608781 -1.485739 2.4 0.0 0.3
C 0.988675 1.316696 0.943365 -1.0 0.7 0.8
N 0.231090 -1.377166 0.509774 -1.6 -0.1 -0.3
H -0.163243 -0.279166 -1.316334 -0.6 0.0 0.5
H 1.255930 -1.287710 -1.239805 0.1 0.3 -0.3
H 2.508429 0.213181 -0.069721 0.5 0.5 -0.3
H 1.933895 1.136933 -2.378523 -0.8 -0.2 -0.3
H 0.632318 2.200883 -1.600085 -0.6 -0.2 -0.2
H 2.331171 2.301380 -1.300769 0.1 0.7 0.2
H -0.078999 1.579958 0.902757 0.1 0.1 -0.8
H 1.499507 2.255618 1.127742 0.2 0.0 0.2
H 0.948046 0.754528 1.885205 0.9 -0.3 -0.2
H 0.943282 -1.782443 1.119073 0.4 0.5 -0.2
H -0.497280 -0.882980 1.057424 0.2 0.1 -0.1
H -0.252318 -2.186493 0.120131 -0.1 -0.2 0.1
H -3.110581 0.132990 0.754055 0.5 0.1 -0.6
H -2.577872 0.291951 2.085570 0.6 0.1 0.2
O -2.238730 0.161927 1.187198 -1.0 -0.2 0.4
H 2.777137 -4.740420 -0.703849 0.0 -0.4 0.0
H 1.566189 -5.492691 -0.036270 0.3 -0.2 -0.2
O 1.923368 -4.635947 -0.278229 -0.4 0.8 0.2
H -5.501428 2.814281 0.271413 0.1 0.2 -0.3
H -4.303281 3.074196 -0.713066 -0.4 0.1 0.0
O -4.551883 2.716119 0.143026 0.3 -0.4 0.4

185
Properties=species:S:1:pos:R:3:forces:R:3 method="wB97M-V/def2-TZVPD" homo_energy_ev=-9.07 multiplicity=1 energy_ha=-3501.892721 de_lowest_ev=3.4831
C 22.640286 4.602823 1.072207 -0.4 -0.6 0.8
C 24.098984 4.524763 1.480270 0.6 0.0 -0.6
C 24.605878 3.062633 1.716021 -1.3 1.6 -1.5
O 24.255511 2.653727 2.995878 0.6 -0.8 0.6
C 24.916323 1.426372 3.313743 0.1 0.3 -0.2
N 24.829095 5.212239 0.404982 1.2 -0.1 0.4
H 22.030699 4.067983 1.805168 -0.2 0.1 -0.1
H 22.494421 4.113709 0.105771 0.1 -0.1 0.0
H 22.268648 5.620238 0.972277 0.2 0.1 0.1
H 24.368163 5.082472 2.380043 -0.6 0.1 0.1
H 25.678254 3.001631 1.490480 0.1 0.0 0.4
H 24.075958 2.533242 0.906679 0.3 -0.8 0.3
H 24.869804 1.197659 4.376629 -0.6 0.2 0.0
H 25.988206 1.525764 3.105138 0.1 -0.1 -0.3
H 24.490374 0.624538 2.706655 0.1 -0.2 0.1
H 24.888558 4.673849 -0.455515 -0.4 -0.2 0.1
H 25.789861 5.232501 0.743256 0.1 0.4 -0.4
C 32.625280 4.775183 -1.157155 -0.1 -1.7 -1.4
C 32.520909 4.891878 0.342220 0.1 -0.6 -0.5
C 32.756949 3.550419 1.042841 -0.7 0.5 0.2
O 32.471018 3.591498 2.441977 1.2 0.2 0.6
C 31.217121 4.053931 2.854311 -0.9 -0.4 -0.5
N 33.515626 5.845314 0.779354 0.0 0.2 1.0
H 33.471634 4.226395 -1.590814 0.7 0.4 0.8
H 32.594765 5.707289 -1.718617 -0.4 0.1 0.3
H 31.872572 4.065392 -1.524218 -0.6 0.6 0.0
H 31.449668 5.051766 0.537230 0.1 0.9 0.2
H 33.808430 3.295277 0.915816 0.0 -0.3 0.2
H 32.081730 2.785691 0.643690 0.2 -0.1 -0.5
H 31.116104 5.134108 2.994876 0.3 0.1 -0.4
H 30.908733 3.626703 3.810365 0.6 -0.3 0.1
H 30.462384 3.693629 2.142777 -0.2 0.3 0.0
H 33.475293 5.986512 1.783361 0.1 -0.1 0.0
H 33.460264 6.766324 0.365907 -0.3 -0.1 -0.3
C 26.481496 -1.827665 -1.336637 1.8 -0.2 1.4
C 26.143277 -0.864492 -0.161742 -0.2 -0.7 -2.9
C 27.287244 0.063143 0.119458 0.6 0.7 1.3
O 28.462621 -0.622930 0.526859 -1.1 -0.2 -0.2
C 29.565394 0.178470 0.862348 0.3 -0.9 0.0
N 24.981266 -0.087258 -0.662672 -0.1 0.0 1.1
H 25.723490 -2.608274 -1.387448 -0.1 0.1 -0.5
H 27.433401 -2.308971 -1.081633 -0.2 -0.4 0.0
H 26.716605 -1.297173 -2.259602 -0.7 0.1 -0.1
H 25.863281 -1.524343 0.659850 0.0 0.6 0.5
H 26.998590 0.725089 0.948452 -0.1 0.2 0.0
H 27.521888 0.725509 -0.723874 -0.2 -0.2 -0.3
H 30.201780 -0.578790 1.326740 0.6 0.5 -0.1
H 29.405422 0.964279 1.611639 -0.5 0.0 -0.1
H 30.011918 0.596890 -0.046419 0.2 0.1 0.2
H 24.433095 -0.796638 -1.134749 -0.4 0.3 -0.1
H 25.302716 0.534499 -1.396917 0.1 0.0 0.0
C 25.837996 -1.992056 9.572664 -1.0 -1.1 -0.3
C 26.146692 -3.266449 10.366674 0.5 0.2 0.3
C 25.311044 -3.298020 11.635575 0.0 -0.1 0.3
O 25.747133 -4.295675 12.551777 0.4 0.0 -0.6
C 25.015936 -4.302396 13.752884 0.6 0.7 0.3
N 25.901837 -4.535080 9.648061 0.3 -0.1 0.6
H 26.004269 -1.084433 10.150132 0.4 0.0 -0.1
H 24.775623 -2.004662 9.310872 0.0 0.1 -0.1
H 26.383076 -2.039079 8.629528 0.2 0.4 0.1
H 27.208283 -3.169703 10.629325 0.0 -0.2 0.4
H 24.277570 -3.560892 11.383022 -0.2 0.4 -0.2
H 25.365210 -2.306274 12.095855 -0.2 0.0 0.2
H 25.112453 -3.325782 14.245196 -0.2 0.1 0.0
H 25.523198 -4.998830 14.417719 -0.3 -0.3 -0.1
H 23.951039 -4.510261 13.621245 0.0 -0.3 -0.1
H 26.762826 -4.891520 9.239011 0.0 0.5 -0.4
H 25.815555 -5.190978 10.425328 -0.4 -0.2 -0.2
C 21.453241 -5.851053 4.344369 -0.1 0.0 -0.5
C 22.825494 -5.328518 3.985787 0.9 0.5 -0.9
C 23.437048 -4.654622 5.202108 -0.8 0.0 0.6
O 24.486927 -3.748551 4.911422 0.0 -1.0 0.1
C 25.361966 -3.651684 6.028017 0.1 0.9 -0.7
N 23.711598 -6.363196 3.363500 -0.3 0.7 1.6
H 21.528964 -6.658048 5.076156 -0.1 0.0 0.1
H 20.942796 -6.231013 3.459738 0.1 -0.1 0.0
H 20.836647 -5.044828 4.741338 0.0 -0.1 0.2
H 22.826897 -4.553321 3.209537 -0.8 0.1 0.1
H 23.739287 -5.416721 5.934446 0.4 -0.1 -0.1
H 22.615446 -4.137054 5.714977 0.1 0.4 0.0
H 25.835365 -4.600192 6.276368 -0.3 -0.1 0.2
H 24.835826 -3.222862 6.883710 0.1 -0.2 0.2
H 26.141515 -2.963021 5.695180 0.1 0.0 0.3
H 23.966358 -6.893440 4.199984 0.3 -0.6 -0.5
H 24.546361 -5.805148 3.181256 0.2 -0.8 -0.1
C 28.617856 -5.808456 -1.581441 -0.4 -1.6 -1.3
C 27.619113 -5.275711 -0.590324 2.3 -0.4 0.9
C 27.128590 -6.353075 0.374786 -0.9 -0.4 0.0
O 26.391802 -5.796189 1.473444 0.4 0.0 0.3
C 25.460793 -4.771771 1.186255 -0.5 -0.8 -0.7
N 28.338361 -4.292723 0.234989 -1.4 1.0 0.0
H 29.514951 -6.297025 -1.193882 0.0 0.5 0.6
H 28.899740 -5.082935 -2.343193 0.0 0.2 0.2
H 28.157302 -6.651067 -2.115089 -0.1 0.2 -0.2
H 26.814463 -4.815290 -1.165843 -0.1 0.1 0.3
H 27.948827 -6.908366 0.834306 0.3 0.4 0.0
H 26.541361 -7.160819 -0.082172 -0.4 0.4 -0.4
H 24.828881 -4.631780 2.062581 0.5 0.5 -0.1
H 24.769476 -5.116931 0.406730 0.0 0.2 -0.2
H 25.956743 -3.852238 0.868920 -0.2 0.2 0.1
H 27.797581 -4.278725 1.090389 0.6 0.5 0.4
H 29.301204 -4.477709 0.472947 0.0 -0.6 -0.3
C 28.805055 -5.906748 3.528666 0.1 0.1 0.8
C 29.312863 -5.690311 4.979128 -0.7 0.0 -0.6
C 30.771761 -5.294898 5.049331 0.9 -0.2 -0.1
O 31.595212 -6.343037 4.571180 -0.4 -1.0 -0.6
C 32.976703 -6.049469 4.625926 -0.7 1.5 0.8
N 28.411562 -4.760822 5.675711 0.7 0.2 0.4
H 28.456027 -4.950936 3.132837 0.2 0.0 -0.1
H 27.915047 -6.533299 3.605524 0.1 -0.1 -0.4
H 29.550442 -6.350413 2.869810 0.0 -0.1 0.0
H 29.175664 -6.615552 5.542853 0.5 -0.2 -0.2
H 31.094902 -5.119717 6.076555 -0.4 -0.1 -0.2
H 31.041671 -4.419093 4.442815 -0.5 0.4 0.2
H 33.569528 -6.769867 4.073911 -0.2 -0.2 0.1
H 33.264655 -5.943554 5.678353 0.4 -0.5 0.0
H 33.118897 -5.024848 4.256040 0.3 -0.1 -0.4
H 28.361110 -3.829084 5.250446 0.1 -0.6 0.1
H 27.498808 -5.188430 5.660767 -0.1 0.1 0.0
C 29.622605 1.597711 10.120539 -2.2 -1.5 -0.1
C 30.443011 0.518994 10.846650 1.9 2.0 -0.9
C 31.253168 -0.483119 10.008579 0.3 1.0 -0.2
O 30.536811 -1.006402 8.899163 -0.7 -0.7 1.2
C 29.510333 -1.896101 9.398950 1.0 -0.7 -0.7
N 31.482827 1.372655 11.487485 0.2 -1.6 1.2
H 28.803870 1.191636 9.513435 0.1 -0.1 -0.2
H 30.135871 2.335016 9.509375 0.5 -0.2 0.2
H 29.084705 2.084865 10.937662 0.1 0.4 -0.2
H 29.875661 -0.049406 11.582147 -0.2 0.4 0.2
H 31.714985 -1.201101 10.702972 -0.7 -0.7 -0.1
H 32.170583 -0.004202 9.650503 -0.4 0.4 -0.6
H 28.753254 -1.465821 10.053814 0.1 0.4 -0.2
H 30.006186 -2.710573 9.939637 -0.1 0.1 0.3
H 29.051348 -2.406918 8.551011 -0.2 0.4 -0.2
H 32.059240 1.797832 10.776776 -0.1 0.2 0.0
H 31.047904 2.069606 12.072692 0.2 0.2 -0.1
C 29.603697 1.417420 5.403382 0.7 -0.6 -0.9
C 28.663985 0.231842 5.261271 0.3 0.5 0.9
C 29.413090 -1.062698 4.966807 1.2 0.7 0.3
O 28.500802 -2.094456 4.649597 0.4 0.1 -0.4
C 28.107813 -2.071705 3.283124 -0.2 0.2 0.0
N 27.821504 0.165082 6.487130 -0.1 -1.9 -0.9
H 29.116403 2.361686 5.635146 -0.1 -0.1 0.1
H 30.172484 1.529661 4.473198 -0.2 0.2 -0.1
H 30.381860 1.161610 6.125962 -0.3 0.2 0.4
H 27.978709 0.313080 4.412620 -0.1 0.6 0.1
H 30.095950 -1.405696 5.753855 -0.7 0.0 0.6
H 30.192784 -0.814674 4.231128 -0.6 -0.4 -0.9
H 28.897537 -2.383661 2.595461 0.2 0.0 0.2
H 27.817088 -1.052452 3.024874 -0.2 -0.1 -0.3
H 27.259695 -2.747781 3.172579 -0.1 0.1 0.0
H 27.438497 -0.771459 6.300990 -0.9 0.2 0.5
H 28.405081 -0.090639 7.283230 0.5 0.6 0.1
C 33.178162 -0.686501 2.133074 -0.3 -2.1 0.5
O 32.419249 -0.407225 3.054967 0.0 1.0 -0.3
N 34.053928 0.134639 1.496652 -1.1 0.4 0.9
N 33.200926 -1.990976 1.683257 0.6 1.1 -0.6
H 33.956462 1.090341 1.800780 0.6 0.1 -0.2
H 34.768996 -0.221860 0.895789 0.1 0.3 -0.1
H 32.627782 -2.671350 2.144283 0.3 -0.1 0.2
H 34.047905 -2.220089 1.193841 -0.3 -0.8 -0.1
C 33.010147 -2.970421 7.326392 -1.2 -0.3 -1.5
O 33.366096 -2.979223 6.144555 0.3 0.3 0.9
N 31.934259 -3.690990 7.744539 0.1 -0.1 1.2
N 33.560834 -2.236675 8.323597 1.1 0.3 -0.5
H 31.683401 -3.513659 8.700436 -0.5 -0.3 -0.1
H 31.254132 -4.114380 7.136868 0.3 0.4 0.1
H 34.208999 -1.535713 8.005860 0.1 0.0 0.3
H 33.140274 -2.144370 9.226670 -0.1 0.1 0.0
C 34.154658 1.428596 5.888495 0.5 1.3 1.3
O 34.559701 2.262540 6.711995 -0.5 -0.4 -0.9
N 34.980462 0.453052 5.441546 -0.3 -0.6 -0.5
N 32.901327 1.408183 5.370760 -0.3 -0.4 0.1
H 34.574756 -0.335894 4.957365 0.5 0.0 0.0
H 35.931909 0.488712 5.756540 -0.1 -0.3 0.1
H 32.575173 0.607815 4.846966 0.1 0.3 -0.3
H 32.315966 2.217517 5.436349 0.1 0.0 0.3
C 24.746245 2.064315 7.544332 -1.6 -0.3 -0.3
O 23.833290 2.745635 7.998221 0.9 0.0 0.0
N 26.085419 2.286311 7.623829 -0.5 0.0 0.2
N 24.471084 0.900877 6.836974 0.9 0.3 0.4
H 26.386677 3.181645 7.959643 0.2 -0.1 0.0
H 26.662402 1.616453 7.123272 0.6 0.5 0.2
H 25.283551 0.411451 6.503864 -0.4 -0.4 -0.3
H 23.536327 0.629710 6.606041 0.0 0.1 0.1